(1)
{
  "formula": "C5H15NS",
  "method": "wB97M-V/def2-TZVPD",
  "gap_ev": 8.47,
  "charge": 0,
  "smiles": "CC(C)N.CCS",
  "de_lowest_kcal_mol": 19.9,
  "e_tot_ha": -652.4007,
  "species": ["C", "C", "C", "N", "H", "H", "H", "H", "H", "H", "H", "H", "H", "C", "C", "S", "H", "H", "H", "H", "H", "H"],
  "coordinates": [[0.14, 1.46, 2.04], [-1.07, 0.70, 1.48], [-1.98, 1.47, 0.56], [-0.59, -0.55, 0.78], [0.62, 0.82, 2.80], [0.88, 1.64, 1.22], [-0.12, 2.42, 2.49], [-1.71, 0.38, 2.32], [-1.45, 1.82, -0.33], [-2.34, 2.35, 1.11], [-2.84, 0.84, 0.27], [-0.05, -1.14, 1.38], [-1.38, -1.09, 0.48], [2.18, -1.33, -1.51], [1.07, -1.53, -2.53], [-0.45, -0.40, -2.13], [1.79, -1.50, -0.48], [2.59, -0.31, -1.57], [2.97, -2.07, -1.71], [0.71, -2.56, -2.59], [1.44, -1.25, -3.51], [-0.42, -0.17, -0.58]],
  "nbo_charge": [-0.6232, -0.0341, -0.6290, -0.8080, 0.2081, 0.2198, 0.2230, 0.1731, 0.2287, 0.2193, 0.2159, 0.3870, 0.3878, -0.6181, -0.4527, -0.3643, 0.1933, 0.2124, 0.2041, 0.1989, 0.2059, 0.2522]
}

---

(2)
{
  "formula": "C5H16AgF2N2O9S2",
  "method": "wB97M-V/def2-TZVPD",
  "gap_ev": 4.50,
  "charge": -1,
  "de_lowest_kcal_mol": 88.2,
  "e_tot_ha": -2129.7879,
  "species": ["N", "H", "H", "H", "H", "Ag", "N", "S", "O", "O", "F", "S", "O", "O", "F", "C", "O", "O", "O", "C", "C", "O", "H", "H", "H", "H", "H", "H", "C", "C", "O", "H", "H", "H", "H", "H", "H"],
  "coordinates": [[3.51, -1.27, 0.18], [2.65, -1.26, 0.70], [3.37, -2.13, -0.35], [4.21, -1.42, 0.89], [3.56, -0.44, -0.39], [0.02, -0.12, 0.12], [1.27, -1.67, 1.59], [1.46, -1.64, 3.06], [2.32, -2.59, 3.65], [0.50, -0.95, 3.93], [2.58, -0.48, 2.86], [0.45, -3.10, 1.49], [-0.78, -3.24, 2.30], [1.25, -4.28, 1.21], [-0.23, -2.70, 0.07], [2.26, 1.86, -1.45], [2.86, 2.89, -1.90], [3.09, 0.95, -1.36], [1.11, 1.75, -1.04], [-2.11, 1.99, -3.94], [-1.52, 0.67, -3.61], [-1.26, 0.66, -2.20], [-2.35, 2.61, -3.07], [-3.07, 1.92, -4.44], [-1.46, 2.56, -4.59], [-0.65, 0.54, -4.25], [-2.26, -0.09, -3.89], [-0.51, 1.23, -2.00], [-2.40, -0.13, 2.12], [-2.23, 1.39, 1.90], [-1.57, 1.70, 0.71], [-2.77, -0.72, 1.28], [-3.09, -0.36, 2.93], [-1.40, -0.46, 2.41], [-1.79, 1.90, 2.75], [-3.23, 1.83, 1.87], [-1.80, 2.60, 0.47]],
  "nbo_charge": [-0.8846, 0.4356, 0.4076, 0.4125, 0.4970, 0.8790, -1.2276, 2.4608, -0.8991, -0.8776, -0.5494, 2.3804, -0.8564, -0.8629, -0.5137, 0.9332, -0.8610, -0.9306, -0.9468, -0.6347, -0.0694, -0.7801, 0.2220, 0.1893, 0.2087, 0.1709, 0.1608, 0.5204, -0.6545, -0.0595, -0.7397, 0.2197, 0.2239, 0.2205, 0.1653, 0.1447, 0.4954]
}

---

(3)
{
  "formula": "C5H16AlN8O7",
  "method": "wB97M-V/def2-TZVPD",
  "gap_ev": 4.47,
  "charge": 1,
  "de_lowest_kcal_mol": 0.0,
  "e_tot_ha": -1407.0838,
  "species": ["Al", "C", "O", "O", "O", "C", "O", "N", "N", "H", "H", "H", "H", "C", "O", "N", "N", "H", "H", "H", "H", "C", "O", "N", "N", "H", "H", "H", "H", "C", "O", "N", "N", "H", "H", "H", "H"],
  "coordinates": [[-1.02, -1.09, -0.52], [-2.15, -2.04, -3.66], [-1.38, -1.11, -3.49], [-3.23, -2.13, -4.30], [-2.25, -3.06, -2.92], [-1.25, 2.32, -2.80], [-1.28, 1.52, -1.87], [-0.21, 2.43, -3.67], [-2.21, 3.29, -2.95], [-0.24, 3.06, -4.46], [0.68, 1.97, -3.57], [-2.18, 3.98, -3.68], [-2.63, 3.65, -2.11], [1.18, 2.14, 0.61], [0.58, 1.08, 0.50], [0.86, 3.25, -0.11], [2.39, 2.20, 1.24], [1.27, 4.16, -0.02], [0.06, 3.16, -0.71], [2.83, 1.49, 1.79], [2.92, 3.06, 1.17], [-1.95, -2.60, 3.12], [-1.43, -2.17, 2.10], [-3.22, -2.28, 3.49], [-1.28, -3.39, 4.00], [-3.58, -2.62, 4.36], [-3.76, -1.79, 2.81], [-0.36, -3.69, 3.74], [-1.78, -3.81, 4.76], [2.61, -1.46, 0.88], [1.39, -1.56, 0.95], [3.30, -1.35, -0.28], [3.31, -1.28, 2.04], [4.26, -1.07, -0.24], [2.74, -1.51, -1.10], [4.31, -1.22, 2.11], [2.68, -1.52, 2.80]],
  "nbo_charge": [0.9000, 0.8815, -0.5098, -0.1745, -0.1899, 0.7851, -0.6836, -0.8392, -0.8436, 0.3925, 0.4122, 0.3895, 0.4075, 0.7906, -0.6900, -0.8473, -0.8398, 0.3963, 0.4114, 0.4147, 0.3816, 0.7885, -0.7124, -0.8344, -0.8333, 0.3967, 0.4128, 0.4148, 0.3923, 0.7844, -0.6887, -0.8362, -0.8639, 0.4016, 0.4128, 0.4003, 0.4192]
}

---

Repeat the first record exactly.
{
  "formula": "C5H15NS",
  "method": "wB97M-V/def2-TZVPD",
  "gap_ev": 8.47,
  "charge": 0,
  "smiles": "CC(C)N.CCS",
  "de_lowest_kcal_mol": 19.9,
  "e_tot_ha": -652.4007,
  "species": ["C", "C", "C", "N", "H", "H", "H", "H", "H", "H", "H", "H", "H", "C", "C", "S", "H", "H", "H", "H", "H", "H"],
  "coordinates": [[0.14, 1.46, 2.04], [-1.07, 0.70, 1.48], [-1.98, 1.47, 0.56], [-0.59, -0.55, 0.78], [0.62, 0.82, 2.80], [0.88, 1.64, 1.22], [-0.12, 2.42, 2.49], [-1.71, 0.38, 2.32], [-1.45, 1.82, -0.33], [-2.34, 2.35, 1.11], [-2.84, 0.84, 0.27], [-0.05, -1.14, 1.38], [-1.38, -1.09, 0.48], [2.18, -1.33, -1.51], [1.07, -1.53, -2.53], [-0.45, -0.40, -2.13], [1.79, -1.50, -0.48], [2.59, -0.31, -1.57], [2.97, -2.07, -1.71], [0.71, -2.56, -2.59], [1.44, -1.25, -3.51], [-0.42, -0.17, -0.58]],
  "nbo_charge": [-0.6232, -0.0341, -0.6290, -0.8080, 0.2081, 0.2198, 0.2230, 0.1731, 0.2287, 0.2193, 0.2159, 0.3870, 0.3878, -0.6181, -0.4527, -0.3643, 0.1933, 0.2124, 0.2041, 0.1989, 0.2059, 0.2522]
}

---

Which of these has the lowest charge?
C5H16AgF2N2O9S2